Computed, not measured: a 3-piece molecular cluster, C15H13F3N4O10P overall, with ωB97M-V/def2-TZVPD.

Properties
E ... -59636.295 eV
Net charge ... +1
F_max ... 1.7 eV Å⁻¹
HOMO ... -12.14 eV

Last column: Mulliken charge in e.
Atoms and positions in Å:
N: -2.127 -4.152 -1.942  -0.3437
C: -1.092 -3.382 -2.363  0.4696
N: -1.160 -2.491 -3.349  -0.5010
C: 0.033 -1.912 -3.398  -0.0227
N: 0.878 -2.410 -2.487  -0.1309
P: 2.587 -1.705 -2.341  0.1725
O: 3.561 -2.955 -2.523  -0.4427
O: 2.671 -1.417 -0.781  -0.3005
N: 0.165 -3.368 -1.826  0.5308
C: 0.666 -4.144 -0.703  0.6970
F: 0.046 -5.297 -0.688  -0.2640
F: 1.954 -4.355 -0.815  -0.2355
F: 0.394 -3.484 0.395  -0.2353
H: -2.837 -3.703 -1.388  0.2193
H: -2.187 -5.138 -2.123  0.2299
H: 0.293 -1.137 -4.104  0.4216
H: 3.126 -3.771 -2.805  0.3550
H: 2.271 -0.540 -0.605  0.4584
C: -1.583 1.087 2.024  -0.5122
C: -1.243 -0.091 1.487  -0.0762
C: -1.941 -0.643 0.269  0.9096
O: -1.546 -1.718 -0.180  -0.4449
C: -3.019 0.110 -0.313  -1.0005
C: -3.370 1.293 0.224  0.3356
C: -2.657 1.863 1.429  0.9003
O: -3.026 2.945 1.835  -0.6288
O: -4.343 2.038 -0.249  -0.5600
O: -0.272 -0.853 1.979  -0.5735
H: -1.088 1.491 2.896  0.5564
H: -3.519 -0.302 -1.178  0.4955
H: -4.388 2.837 0.315  0.3714
H: -0.225 -1.645 1.416  0.2914
C: 2.427 2.213 2.057  -0.8947
C: 1.592 2.050 1.033  -0.1885
C: 0.766 3.167 0.467  1.3301
O: 0.051 2.886 -0.483  -0.6913
C: 0.863 4.473 1.072  -1.0132
C: 1.699 4.660 2.109  0.3510
C: 2.547 3.539 2.662  0.9574
O: 3.287 3.789 3.587  -0.5754
O: 1.845 5.820 2.718  -0.5494
O: 1.393 0.882 0.399  -0.4747
H: 3.024 1.410 2.468  0.4728
H: 0.253 5.268 0.667  0.4639
H: 2.505 5.690 3.427  0.3731
H: 0.728 1.102 -0.291  0.2969

Cartesian forces, eV/Å:
N 0.116 0.080 0.268
C -0.086 0.101 -0.270
N 0.154 0.202 0.143
C -0.517 -0.433 0.296
N 0.303 -0.398 0.071
P 0.631 1.363 -0.825
O -0.680 -0.274 0.202
O -0.318 -0.375 -0.033
N -0.388 -0.252 -0.890
C -0.701 0.263 -0.104
F -0.207 -0.495 0.018
F 0.553 0.193 -0.090
F 0.378 -0.039 0.786
H -0.086 -0.004 -0.171
H 0.159 -0.009 0.119
H 0.240 0.005 0.133
H 0.384 -0.111 0.059
H 0.294 0.044 0.572
C -0.005 0.113 0.013
C 0.071 -0.017 0.239
C -0.368 0.187 -0.292
O 0.102 0.157 0.150
C 0.072 -0.180 -0.055
C -0.086 -0.069 -0.167
C 0.207 -0.019 0.180
O -0.089 0.012 -0.103
O 0.078 0.052 0.121
O -0.166 -0.100 -0.061
H 0.011 -0.031 0.034
H -0.026 0.044 -0.009
H -0.002 0.015 -0.014
H -0.004 -0.016 0.021
C 0.100 -0.070 0.115
C 0.176 -0.167 0.095
C -0.063 0.396 0.108
O -0.056 -0.202 -0.052
C -0.130 -0.045 -0.158
C -0.124 0.128 -0.081
C 0.037 -0.261 -0.050
O -0.045 0.137 0.021
O 0.089 -0.130 0.045
O 0.071 -0.089 -0.491
H 0.000 0.007 -0.001
H 0.018 0.032 0.029
H 0.006 0.027 0.007
H -0.100 0.228 0.070